Formula: C24H40ClO9
Source: the OMol25 dataset
Level of theory: wB97M-V/def2-TZVPD

```
! wB97M-V def2-TZVPD RIJCOSX def2/J DEFGRID3
* xyz -1 1
C 0.893 2.353 4.598
C 1.507 0.997 4.205
C 1.450 0.063 5.406
C 0.829 0.500 2.934
C 1.159 -0.895 2.421
C 0.231 -1.971 2.963
C 1.079 -0.864 0.898
O 2.215 -0.220 0.363
C 2.711 -0.779 -0.814
Cl 1.613 0.061 -2.269
H 0.197 2.247 5.425
H 0.320 2.760 3.769
H 1.649 3.092 4.847
H 2.553 1.197 3.990
H 0.497 0.140 5.923
H 2.233 0.308 6.118
H 1.581 -0.974 5.119
H 1.108 1.209 2.158
H -0.250 0.591 3.056
H 2.201 -1.138 2.627
H 0.599 -2.413 3.884
H -0.763 -1.587 3.160
H 0.141 -2.782 2.244
H 0.191 -0.304 0.601
H 1.001 -1.864 0.472
H 3.596 -0.156 -0.971
O -3.142 -3.809 -1.427
C -2.221 -3.575 -2.169
O -1.053 -3.098 -1.729
C -0.171 -2.802 -2.850
C -0.696 -3.661 -3.992
C -2.190 -3.694 -3.683
H -0.246 -1.739 -3.071
H 0.851 -3.004 -2.545
H -0.457 -3.232 -4.959
H -0.282 -4.671 -3.952
H -2.707 -2.827 -4.097
H -2.694 -4.598 -4.012
O 4.210 4.071 4.416
C 3.950 4.091 3.246
O 3.491 3.017 2.585
C 3.348 3.285 1.176
C 3.223 4.805 1.083
C 4.075 5.258 2.273
H 4.236 2.907 0.668
H 2.485 2.733 0.817
H 3.544 5.196 0.120
H 2.185 5.098 1.240
H 5.130 5.366 2.013
H 3.735 6.175 2.746
O -2.107 0.450 1.253
C -2.981 -0.365 1.229
O -2.979 -1.449 2.043
C -4.073 -2.327 1.723
C -5.102 -1.443 1.019
C -4.203 -0.417 0.326
H -3.695 -3.116 1.073
H -4.434 -2.763 2.652
H -5.746 -2.004 0.348
H -5.729 -0.942 1.759
H -3.872 -0.758 -0.654
H -4.638 0.573 0.230
O -2.009 -1.967 -6.329
C -1.544 -0.880 -6.132
O -2.307 0.158 -5.727
C -1.510 1.353 -5.602
C -0.073 0.863 -5.430
C -0.096 -0.433 -6.244
H -1.643 1.943 -6.512
H -1.885 1.919 -4.755
H 0.665 1.590 -5.758
H 0.123 0.634 -4.381
H 0.127 -0.279 -7.302
H 0.565 -1.201 -5.851
*
```

## Properties
**LUMO**: 2.60 eV
**Orbital gap**: 5.4 eV

The computed Löwdin charges, all in e, follow:
1. C -0.0722
2. C -0.4059
3. C -0.0712
4. C -0.1590
5. C -0.3310
6. C -0.0605
7. C -0.2519
8. O -0.3284
9. C -0.4875
10. Cl 0.2088
11. H 0.0644
12. H 0.0709
13. H 0.0572
14. H 0.1145
15. H 0.0704
16. H 0.0739
17. H 0.0520
18. H 0.1048
19. H 0.1080
20. H 0.1434
21. H 0.0578
22. H 0.0610
23. H 0.0742
24. H 0.1054
25. H 0.0995
26. H -0.0459
27. O 0.0804
28. C -0.4966
29. O 0.0340
30. C -0.1529
31. C -0.1502
32. C -0.0755
33. H 0.0653
34. H 0.1159
35. H 0.0864
36. H 0.1160
37. H 0.1159
38. H 0.1222
39. O 0.1047
40. C -0.4995
41. O 0.0145
42. C -0.1264
43. C -0.1460
44. C -0.0775
45. H 0.1310
46. H 0.1226
47. H 0.1107
48. H 0.1157
49. H 0.1243
50. H 0.1173
51. O 0.1241
52. C -0.4701
53. O 0.0098
54. C -0.1472
55. C -0.1487
56. C -0.0687
57. H 0.1126
58. H 0.1199
59. H 0.1121
60. H 0.1100
61. H 0.1261
62. H 0.1195
63. O 0.0977
64. C -0.4880
65. O 0.0204
66. C -0.1482
67. C -0.1553
68. C -0.0688
69. H 0.1190
70. H 0.1234
71. H 0.1154
72. H 0.0353
73. H 0.1262
74. H 0.1181



Formula: C24H40F3N3O4S
Source: the OMol25 dataset
Level of theory: wB97M-V/def2-TZVPD

```
! wB97M-V def2-TZVPD RIJCOSX def2/J DEFGRID3
* xyz 0 1
C 0.184 -4.912 0.175
C -1.097 -5.567 -0.269
C -2.150 -4.615 -0.705
C -2.592 -3.652 0.347
C -3.783 -2.861 -0.092
C -3.470 -1.645 -0.924
C -4.517 -0.586 -0.781
C -4.492 0.333 0.400
C -3.417 1.389 0.414
C -3.268 2.044 1.769
C -2.217 1.569 2.760
C -1.801 0.145 2.791
C -0.566 -0.060 3.632
C 0.486 0.938 3.331
N 1.732 0.675 4.082
C 2.726 -0.038 3.428
O 3.532 -0.840 3.873
O 2.748 0.246 1.990
S 3.410 1.573 1.591
O 4.746 1.633 2.026
O 2.519 2.650 1.781
C 3.419 1.182 -0.214
F 2.251 0.693 -0.582
F 3.663 2.303 -0.867
F 4.365 0.300 -0.485
H 0.058 -3.874 0.378
H 0.948 -5.025 -0.548
H 0.539 -5.361 1.064
H -0.858 -6.188 -1.095
H -1.482 -6.173 0.517
H -1.845 -4.064 -1.570
H -3.016 -5.175 -0.984
H -1.796 -2.972 0.536
H -2.761 -4.157 1.267
H -4.411 -3.505 -0.654
H -4.318 -2.538 0.770
H -2.486 -1.278 -0.750
H -3.482 -1.934 -1.948
H -4.489 0.029 -1.651
H -5.458 -1.088 -0.806
H -5.409 0.875 0.353
H -4.495 -0.189 1.331
H -2.502 0.968 0.069
H -3.681 2.143 -0.285
H -4.234 2.067 2.216
H -3.012 3.057 1.583
H -1.373 2.206 2.645
H -2.610 1.780 3.726
H -2.564 -0.439 3.240
H -1.613 -0.249 1.820
H -0.193 -1.030 3.400
H -0.798 -0.059 4.672
H 0.154 1.893 3.638
H 0.637 1.019 2.281
H 2.143 1.573 4.286
C 8.467 -0.093 -2.626
C 8.338 0.873 -3.665
C 7.351 1.742 -3.292
N 6.878 1.338 -2.073
C 7.554 0.224 -1.659
H 9.152 -0.921 -2.595
H 8.906 0.921 -4.577
H 6.946 2.607 -3.786
H 6.150 1.792 -1.561
H 7.328 -0.244 -0.718
C -1.592 2.479 -3.076
C -0.459 3.297 -2.804
C -0.794 4.580 -3.139
N -2.080 4.568 -3.603
C -2.575 3.293 -3.566
H -1.673 1.416 -2.926
H 0.489 2.978 -2.407
H -0.230 5.494 -3.087
H -2.584 5.371 -3.922
H -3.577 3.076 -3.889
*
```

## Properties
**LUMO**: 0.29 eV
**SMILES**: CCCCCCCCCCCCCCNC(=O)OS(=O)(=O)C(F)(F)F.c1cc[nH]c1.c1cc[nH]c1
**Orbital gap**: 8.5 eV

The computed Löwdin charges, all in e, follow:
1. C -0.0878
2. C -0.2586
3. C -0.2345
4. C -0.2237
5. C -0.2046
6. C -0.2072
7. C -0.2163
8. C -0.2106
9. C -0.2046
10. C -0.1815
11. C -0.1984
12. C -0.2010
13. C -0.1796
14. C -0.2118
15. N 0.0939
16. C -0.4278
17. O 0.1829
18. O -0.1468
19. S 0.6394
20. O -0.1872
21. O -0.2043
22. C -0.6850
23. F 0.1735
24. F 0.1618
25. F 0.1649
26. H 0.0530
27. H 0.0628
28. H 0.0622
29. H 0.0961
30. H 0.1013
31. H 0.1194
32. H 0.1081
33. H 0.0859
34. H 0.1136
35. H 0.1060
36. H 0.1027
37. H 0.1007
38. H 0.1054
39. H 0.1047
40. H 0.1097
41. H 0.1086
42. H 0.1028
43. H 0.0949
44. H 0.1003
45. H 0.1034
46. H 0.0986
47. H 0.0882
48. H 0.1159
49. H 0.1116
50. H 0.1019
51. H 0.1128
52. H 0.1180
53. H 0.1095
54. H 0.1087
55. H 0.1402
56. C -0.1113
57. C -0.1137
58. C -0.1409
59. N 0.0035
60. C -0.1421
61. H 0.0877
62. H 0.0873
63. H 0.1038
64. H 0.1160
65. H 0.1063
66. C -0.1158
67. C -0.1081
68. C -0.1409
69. N 0.0012
70. C -0.1435
71. H 0.0861
72. H 0.0824
73. H 0.1046
74. H 0.1408
75. H 0.1045



Formula: C24H40IrN2O2PS2Te
Source: the OMol25 dataset
Level of theory: wB97M-V/def2-TZVPD

```
! wB97M-V def2-TZVPD RIJCOSX def2/J DEFGRID3
* xyz 1 2
Ir 0.838 -1.594 0.449
C -1.631 4.181 -2.886
C -1.952 2.756 -3.336
C -1.446 2.563 -4.773
C -3.474 2.553 -3.292
C -1.292 1.713 -2.447
C -1.488 0.355 -2.683
C -0.879 -0.592 -1.889
N -0.087 -0.259 -0.862
C 0.106 1.048 -0.600
C -0.471 2.041 -1.373
C 0.987 1.326 0.551
C 1.304 2.601 0.969
C 2.181 2.817 2.033
C 2.720 1.684 2.629
C 2.352 0.433 2.182
N 1.494 0.233 1.178
C 2.524 4.234 2.465
C 1.229 4.993 2.787
C 3.426 4.250 3.698
C 3.255 4.925 1.302
H -2.131 4.887 -3.549
H -0.561 4.392 -2.934
H -1.986 4.378 -1.872
H -1.909 3.303 -5.427
H -1.696 1.575 -5.161
H -0.363 2.688 -4.830
H -3.960 3.308 -3.911
H -3.856 2.651 -2.274
H -3.765 1.575 -3.674
H -2.114 0.013 -3.495
H -1.008 -1.650 -2.061
H -0.282 3.076 -1.140
H 0.872 3.447 0.459
H 3.420 1.753 3.448
H 2.753 -0.461 2.629
H 0.670 4.499 3.584
H 0.577 5.086 1.917
H 1.474 6.001 3.120
H 2.959 3.749 4.548
H 3.616 5.283 3.990
H 4.393 3.784 3.503
H 2.630 4.984 0.409
H 4.173 4.395 1.043
H 3.520 5.942 1.591
C -0.068 -7.493 -2.261
C -1.304 -6.646 -2.088
O -0.930 -5.243 -2.037
P -0.817 -4.408 -0.704
S 0.863 -3.286 -1.170
S -0.797 -5.422 0.950
O -2.059 -3.406 -0.843
C -2.750 -2.816 0.275
C -4.227 -3.096 0.146
H -0.353 -8.541 -2.364
H 0.584 -7.398 -1.393
H 0.483 -7.195 -3.152
H -1.843 -6.906 -1.178
H -1.981 -6.726 -2.936
H -2.539 -1.744 0.250
H -2.350 -3.231 1.202
H -4.606 -2.740 -0.811
H -4.772 -2.590 0.944
H -4.419 -4.166 0.222
C 3.393 -2.833 3.260
Te 1.750 -3.461 2.037
C 0.320 -3.327 3.612
H 3.488 -3.620 4.007
H 3.266 -1.887 3.777
H 4.293 -2.821 2.649
H 0.730 -2.706 4.405
H 0.107 -4.328 3.976
H -0.584 -2.881 3.209
*
```

## Properties
**LUMO (spin up / spin down)**: -3.57 / -4.11 eV
**Orbital gap (spin up / spin down)**: 7.0 / 6.4 eV

The computed Löwdin charges, all in e, follow:
1. Ir 0.6626
2. C -0.0592
3. C -0.5564
4. C -0.0313
5. C -0.0334
6. C -0.1286
7. C 0.0307
8. C -0.1080
9. N -0.0774
10. C -0.1833
11. C 0.0684
12. C -0.1703
13. C 0.0626
14. C -0.1233
15. C 0.0357
16. C -0.0840
17. N -0.0888
18. C -0.5552
19. C -0.0325
20. C -0.0566
21. C -0.0285
22. H 0.0936
23. H 0.0906
24. H 0.0914
25. H 0.0941
26. H 0.0838
27. H 0.0957
28. H 0.0937
29. H 0.0952
30. H 0.0823
31. H 0.1260
32. H 0.0637
33. H 0.1008
34. H 0.1123
35. H 0.1170
36. H 0.0638
37. H 0.0971
38. H 0.0800
39. H 0.0947
40. H 0.0938
41. H 0.0942
42. H 0.0910
43. H 0.0830
44. H 0.0965
45. H 0.0955
46. C -0.0705
47. C -0.2756
48. O -0.3385
49. P -0.1179
50. S 0.2274
51. S 0.2942
52. O -0.3548
53. C -0.3150
54. C -0.0610
55. H 0.0845
56. H 0.0732
57. H 0.0831
58. H 0.0817
59. H 0.1215
60. H 0.1009
61. H 0.0602
62. H 0.0818
63. H 0.0834
64. H 0.0844
65. C -0.4185
66. Te 1.1880
67. C -0.4046
68. H 0.0108
69. H -0.0097
70. H 0.0121
71. H 0.0116
72. H 0.0074
73. H -0.0129